{"formula": "C15H50N16O9", "method": "the ωB97M-V functional and the def2-TZVPD basis", "species": ["H", "H", "H", "H", "H", "N", "H", "H", "N", "H", "C", "H", "H", "C", "H", "C", "N", "N", "H", "C", "N", "H", "N", "N", "N", "C", "H", "N", "O", "H", "H", "H", "N", "C", "C", "C", "N", "H", "H", "H", "H", "O", "H", "H", "H", "N", "H", "H", "N", "C", "H", "H", "H", "H", "H", "H", "N", "H", "H", "H", "O", "N", "H", "O", "O", "H", "H", "H", "H", "H", "C", "C", "H", "H", "H", "C", "O", "H", "H", "H", "C", "O", "H", "O", "N", "H", "H", "O", "C", "C"], "coordinates": [[10.00997, -0.57601, -15.71748], [11.80125, -4.99857, -9.05200], [13.98742, -4.24145, -12.33907], [10.45974, -6.20140, -9.30346], [16.68013, -4.51161, -10.87474], [11.47311, -3.52791, -11.19358], [18.83723, -5.72913, -13.23992], [15.48932, -0.84169, -14.97776], [16.49538, -7.72989, -13.47000], [11.16522, -2.54157, -15.33834], [9.54336, -4.92517, -11.71325], [15.80634, -0.77060, -13.26209], [17.88541, -2.46368, -14.29391], [10.82488, -5.18810, -9.48954], [17.55071, -3.53368, -12.97868], [21.29379, -4.75697, -16.58243], [16.11659, -3.73486, -10.55953], [19.67110, -5.17354, -13.37373], [22.24973, -4.57109, -17.08943], [10.86168, -4.85423, -10.98480], [8.11808, -6.07922, -16.04698], [15.27183, -5.31843, -12.67696], [9.38941, -7.97321, -15.83114], [14.35488, -4.95890, -12.93785], [15.21876, -1.02952, -14.03025], [17.13962, -7.15297, -12.41903], [20.53555, -4.17587, -17.10311], [12.39595, -5.07841, -14.02508], [11.86371, -9.52001, -11.05861], [12.70197, -2.31497, -12.46394], [8.74557, -4.33323, -11.24488], [21.14980, -5.83585, -16.64773], [13.41034, -9.18774, -12.74139], [9.35837, -6.60127, -15.84098], [12.25421, -8.93299, -12.05610], [7.97482, -6.45468, -12.54502], [13.57598, -1.83294, -12.61590], [18.93786, -2.54120, -12.81447], [15.37180, -6.02961, -9.98663], [11.79503, -5.41353, -14.76566], [13.60956, -8.57972, -13.51994], [13.22262, -1.74822, -14.84269], [8.57020, -8.52774, -15.98348], [20.36771, -2.60090, -15.52795], [12.31251, -3.42286, -10.61973], [11.56804, -7.90314, -12.64293], [10.84453, -2.86582, -10.73720], [10.67215, -7.58091, -12.31466], [14.81424, -5.32104, -9.53906], [18.37410, -3.11182, -13.56023], [7.99157, -5.89426, -13.48644], [10.45058, -3.98300, -15.99502], [12.19514, -4.19147, -13.59389], [20.38995, -5.69006, -13.87087], [9.71235, -4.54597, -12.73115], [18.69371, -4.49476, -15.12971], [18.23774, -7.80999, -11.97222], [17.10313, -8.27633, -14.05984], [14.05332, -5.58157, -8.94146], [12.11733, -7.34903, -13.27572], [16.71613, -6.15719, -11.81106], [10.33598, -3.07043, -15.56210], [10.29603, -8.39521, -15.74633], [10.38077, -5.92672, -15.84149], [8.09279, -3.08787, -15.95146], [8.28524, -0.61335, -15.85592], [18.55203, -7.53448, -11.06020], [14.14178, -1.54605, -11.83747], [14.07239, -9.78561, -12.28520], [18.57821, -8.61377, -12.46332], [9.13351, -2.46428, -15.75266], [19.28157, -4.08170, -14.29502], [15.62986, -7.36932, -13.90411], [20.97086, -2.93788, -13.89053], [8.05475, -5.05877, -16.02815], [13.94460, -1.50931, -13.88198], [14.03132, -6.67306, -14.39136], [10.11501, -4.57047, -8.92215], [7.84795, -7.52127, -12.70822], [7.25962, -6.58285, -15.92411], [15.05790, -4.00497, -9.75372], [21.50726, -4.32658, -15.23565], [11.52500, -5.61525, -11.40264], [9.15908, -6.28885, -11.79136], [9.15426, -1.09798, -15.73290], [16.43043, -2.78875, -10.64937], [7.11788, -6.05780, -11.98373], [14.28778, -3.12090, -9.36175], [13.62753, -5.61076, -13.87545], [20.54100, -3.38770, -14.79158]], "atomic_forces_ev_per_a": [[0.045, -0.042, -0.002], [0.135, -0.284, 0.049], [-0.200, 0.139, -0.292], [0.458, -0.125, -0.127], [0.250, 0.283, -0.083], [-0.262, 0.401, 0.054], [0.323, -0.254, 0.103], [0.155, 0.165, 0.076], [0.727, 0.034, -0.343], [0.137, 0.118, -0.185], [0.234, -0.304, -0.478], [0.049, 0.004, -0.031], [0.184, 0.294, 0.182], [-1.116, 0.056, 0.166], [0.103, -0.637, -0.322], [1.468, 0.247, 0.062], [0.219, -0.402, 0.108], [0.065, 0.861, -0.632], [-0.198, -0.007, -0.173], [0.903, -0.123, 1.062], [0.278, 1.004, 0.215], [-0.393, -0.027, -0.034], [0.457, 0.596, 0.422], [1.161, -0.262, -0.043], [-0.434, 0.086, -0.256], [-1.174, -0.357, 0.279], [-0.283, -0.182, 0.101], [0.084, -0.460, -0.730], [0.332, -0.238, -0.172], [-0.189, 0.177, 0.179], [0.083, 0.052, 0.129], [-0.504, 0.034, 0.140], [-0.310, -0.386, 0.368], [-1.064, -1.145, -1.309], [-0.703, 0.533, 0.185], [-0.281, 0.359, 0.387], [0.331, 0.483, -0.005], [0.120, 0.194, -0.283], [-0.032, -0.021, 0.025], [-0.145, -0.052, -0.008], [0.592, -0.200, 0.093], [-0.103, 0.204, -0.209], [0.043, -0.067, 0.035], [-0.178, -0.053, -0.112], [0.043, -0.395, 0.051], [0.272, -0.281, -0.266], [-0.023, 0.164, -0.296], [0.091, 0.064, 0.206], [0.308, -0.225, 0.117], [-0.218, 0.605, 0.074], [0.272, -0.215, -0.020], [-0.110, 0.045, 0.461], [-0.110, -0.010, -0.073], [-0.113, -0.384, 0.290], [-0.154, 0.109, 0.029], [0.205, 0.094, -0.186], [-0.097, 0.371, -0.243], [-0.336, -0.212, -0.102], [-0.070, 0.036, -0.053], [-0.526, 0.318, -0.151], [0.155, -0.370, -0.172], [0.011, -0.053, -0.087], [-0.071, -0.187, 0.053], [0.171, 0.062, 0.298], [-0.085, -0.124, -0.017], [-0.014, -0.033, 0.018], [0.429, -0.117, -0.104], [-0.169, -0.214, 0.250], [0.232, 0.081, -0.252], [0.145, -0.176, 0.371], [0.320, 0.138, -0.274], [-0.781, -0.512, 0.388], [0.255, 0.446, 0.373], [0.164, 0.138, -0.182], [-0.021, -0.021, -0.018], [0.043, -0.842, 0.110], [-0.298, 0.312, -0.424], [0.074, 0.289, -0.276], [-0.063, -0.010, -0.120], [0.173, -0.268, 0.058], [-0.999, 0.608, -0.429], [-0.549, 0.102, -0.584], [-0.042, 0.180, -0.410], [-0.039, 0.131, -0.110], [-0.154, 0.002, 0.245], [-0.012, 0.025, 0.080], [-0.027, -0.182, 0.044], [0.253, -0.120, 0.119], [-0.161, 0.342, 1.531], [0.260, -0.407, 1.089]], "total_charge": 0, "homo_ha": -0.333, "smiles": "COC[C@H](C)N.COC[C@H](C)N.NC(N)=O.NC(N)=O.NC(N)=O.NC(N)=O.NC(N)=O.NC(N)=O.NC(N)=O", "relative_energy_ev": 0.000}